w | The following is a DFT calculation (ωB97M-V/def2-TZVPD) of the molecule C2H3NOS2.

Calculated values
Structure (SMILES) ... O=C(C=S)NS

Atoms and positions in Å:
O: 0.597 1.751 -0.002
C: 0.014 0.676 -0.028
C: -1.457 0.701 -0.059
S: -2.369 -0.625 0.028
N: 0.598 -0.549 0.019
S: 2.313 -0.590 -0.016
H: -1.855 1.785 -0.009
H: 0.072 -1.420 -0.227
H: 2.379 0.656 0.441

---

x | The following is a DFT calculation (ωB97M-V/def2-TZVPD) of a cluster of 2 separate species, C2H3NOS2 in total.

Calculated values
Structure (SMILES) ... C#[N+][S-].O=CS

Atoms and positions in Å:
C: 1.348 1.649 1.676
N: 0.208 1.390 1.728
S: -1.274 1.053 1.681
H: 2.114 2.389 1.852
O: 0.619 -1.240 -2.714
C: -0.319 -1.311 -1.973
S: -0.116 -1.889 -0.236
H: -1.304 -0.750 -2.013
H: -1.277 -1.292 -0.002

---

y | The following is a DFT calculation (ωB97M-V/def2-TZVPD) of a structure of composition C2H3NOS2.

Atoms and positions in Å:
C: 1.083 0.119 0.855
C: -0.714 0.679 -0.268
N: 0.347 0.130 1.886
O: 0.636 0.595 -0.309
S: -1.225 0.463 1.492
S: -1.384 -0.779 -1.229
H: 2.222 0.102 0.914
H: -1.190 1.585 -0.810
H: -1.090 -1.864 -0.299

---

Which structure is the most stable? The one labeled w.

---

w | The following is a DFT calculation (ωB97M-V/def2-TZVPD) of the molecule C2H3NOS2.

Calculated values
Structure (SMILES) ... O=CSNC=S

Atoms and positions in Å:
O: -2.882 -1.131 -0.174
C: -1.650 -1.056 -0.014
S: -1.119 0.535 -0.826
N: 0.259 0.791 0.200
C: 1.541 0.427 -0.082
S: 1.985 -1.110 -0.537
H: -0.780 -1.535 0.685
H: 0.417 2.030 0.301
H: 2.229 1.048 0.447

---

x | The following is a DFT calculation (ωB97M-V/def2-TZVPD) of the molecule C2H3NOS2.

Calculated values
Structure (SMILES) ... O=CN(S)C=S

Atoms and positions in Å:
O: -0.168 -1.422 -1.642
C: 0.423 -1.338 -0.611
N: 0.317 -0.272 0.297
S: 1.090 -0.374 1.833
C: -0.424 0.877 0.126
S: -1.188 1.489 -1.161
H: 1.192 -2.067 -0.270
H: 0.039 -1.079 2.420
H: -0.542 1.355 1.074

---

y | The following is a DFT calculation (ωB97M-V/def2-TZVPD) of the molecule C2H3NOS2.

Calculated values
Structure (SMILES) ... ON(C=S)C=S

Atoms and positions in Å:
O: 0.271 1.518 -0.123
N: 0.005 0.228 -0.275
C: 1.146 -0.631 -0.327
S: 1.150 -2.173 -0.013
C: -1.408 -0.027 -0.009
S: -2.296 -1.452 -0.143
H: 0.891 1.672 0.774
H: 2.104 -0.064 -0.326
H: -1.864 0.928 0.442

---

z | The following is a DFT calculation (ωB97M-V/def2-TZVPD) of a cluster of 2 separate species, C2H3NOS2 in total.

Calculated values
Structure (SMILES) ... C#[N+][O-].S=CS

Atoms and positions in Å:
C: -1.687 -0.055 -0.129
N: -1.829 1.071 -0.017
O: -1.766 2.292 0.117
H: -2.172 -0.993 -0.182
S: 1.649 -1.514 -1.434
C: 1.173 -0.871 0.006
S: 1.700 0.396 0.921
H: 0.081 -1.069 0.356
H: 2.851 0.742 0.363

---

Which structure is the most stable? The one labeled x.